This record from OMol25 describes a cluster of 5 separate species, C14H30O9S3 in total in a non-equilibrium geometry. The level of theory is wB97M-V/def2-TZVPD.

Calculated values
Lowest unoccupied orbital energy in eV: 0.143
Spin multiplicity: 1
Kohn-Sham gap in eV: 9.14
Electronic energy in Eh: -2423.00164
HOMO energy in hartree: -0.33044

Geometry as XYZ:
```
56
Properties=species:S:1:pos:R:3:forces:R:3:nbo_charge:R:1
C 1.437376 -3.175398 3.962634 -0.6 0.1 -0.1 -0.631
C 1.335706 -1.690008 3.431594 -0.3 -1.9 4.0 0.067
C 2.288446 -0.731348 4.101344 -2.4 -0.3 6.7 -0.096
O 3.071086 -0.191308 3.221984 3.2 1.2 -4.6 -0.467
C 3.044576 -1.016738 2.151464 0.7 1.0 -1.1 0.963
O 3.810996 -0.986208 1.241464 -0.4 -0.2 0.2 -0.562
O 1.963496 -1.798828 2.254104 0.5 -0.3 -4.6 -0.484
H 2.422506 -3.542628 3.674934 0.1 0.1 0.3 0.217
H 0.736376 -3.821138 3.433744 -0.1 0.2 -0.4 0.220
H 1.231106 -3.446168 4.998114 0.2 0.8 0.3 0.221
H 0.312556 -1.317968 3.485074 -0.1 0.0 -0.9 0.195
H 2.896516 -1.235948 4.852174 0.1 -0.5 0.2 0.167
H 1.879326 0.106112 4.666474 -0.9 -0.2 0.1 0.194
C -5.136774 0.752852 -1.548036 -0.3 -1.4 1.0 -0.633
C -4.744084 0.628142 -0.016636 0.0 -0.3 -1.8 0.072
C -3.392574 -0.071978 0.203644 -1.3 -2.7 -2.7 -0.104
O -2.696564 0.665582 1.074974 0.9 1.9 2.0 -0.480
C -3.215604 1.900322 1.014394 1.4 2.9 0.7 0.962
O -2.613274 2.876022 1.396134 -1.1 -1.1 -0.2 -0.581
O -4.423244 1.921542 0.413964 0.7 0.9 1.0 -0.475
H -4.280044 0.908562 -2.203696 0.2 0.2 0.4 0.231
H -5.915094 1.467972 -1.814356 0.1 0.2 0.6 0.235
H -5.551894 -0.208358 -1.851086 0.0 -0.2 -0.1 0.211
H -5.468914 0.185892 0.666844 -0.6 0.2 -0.4 0.186
H -2.877574 -0.048218 -0.756726 0.2 -0.4 -0.2 0.187
H -3.444574 -1.088328 0.594074 -0.3 -0.1 -0.3 0.191
C 2.742426 3.428332 0.239774 -0.2 0.2 0.6 -0.837
S 4.098676 4.246062 -0.632016 -0.9 -0.5 -1.4 1.232
O 4.241066 3.557742 -1.972736 0.0 0.6 1.1 -0.977
C 3.098196 5.758872 -0.901066 -0.2 0.0 0.3 -0.823
H 2.691036 3.928942 1.206644 0.1 -0.2 0.2 0.225
H 2.937966 2.366842 0.391794 0.2 0.1 -0.1 0.237
H 1.756266 3.581402 -0.198566 0.2 -0.1 -0.5 0.232
H 2.458236 5.930502 -0.035566 0.4 0.1 0.3 0.226
H 2.379366 5.598652 -1.704626 0.4 -0.2 -0.3 0.243
H 3.733736 6.627512 -1.073246 0.0 -0.2 -0.1 0.234
C 2.002116 0.607092 -2.703976 0.8 0.5 0.8 -0.822
S 0.524176 1.123352 -1.725866 0.1 -1.5 -1.1 1.234
O -0.640554 0.718602 -2.599796 0.4 0.3 0.9 -0.988
C 0.655496 -0.109498 -0.380856 0.6 -0.9 0.3 -0.841
H 2.089986 1.354442 -3.492556 -0.2 -0.3 -0.2 0.247
H 2.110566 -0.429488 -3.023096 -1.2 0.0 -0.3 0.235
H 2.928676 0.692662 -2.136286 -0.1 0.6 0.6 0.244
H -0.316854 -0.466128 -0.041046 -0.2 0.7 0.0 0.239
H 1.260136 0.242652 0.454904 -0.3 0.6 0.1 0.227
H 1.191496 -1.027608 -0.621436 0.1 0.0 -0.8 0.232
C -2.729384 -2.895088 -1.956746 0.2 1.1 0.3 -0.833
S -1.696174 -4.396738 -1.749926 -0.7 -0.1 -2.3 1.223
O -2.120524 -5.157628 -2.981586 0.3 -0.3 0.9 -0.987
C -0.013334 -3.786828 -2.171436 -0.7 0.9 0.1 -0.812
H -3.805904 -3.055108 -1.896746 0.1 -1.0 0.6 0.244
H -2.692274 -2.423908 -2.938946 0.9 -0.3 -0.2 0.248
H -2.484314 -2.139128 -1.210706 0.2 -0.1 0.0 0.209
H -0.047934 -3.207288 -3.093956 -0.3 0.0 0.0 0.240
H 0.702616 -4.591168 -2.340396 -0.4 -0.3 0.5 0.250
H 0.275156 -3.120488 -1.358506 0.3 -0.1 0.0 0.215
```
Positions in Å, forces in eV/Å.

This record from OMol25 describes a structure of composition C14H31BF12N2O22S4Zr in a non-equilibrium geometry. The level of theory is wB97M-V/def2-TZVPD.

Calculated values
Lowest unoccupied orbital energy in eV: -2.598
Spin multiplicity: 1
Kohn-Sham gap in eV: 7.51
Electronic energy in Eh: -5179.88681
HOMO energy in hartree: -0.37139

Geometry as XYZ:
```
87
Properties=species:S:1:pos:R:3:forces:R:3:lowdin_charge:R:1
Zr 1.291159 1.273960 2.723571 -0.1 -1.0 -4.5 1.962
C -3.034382 1.536617 1.892296 1.2 0.1 0.0 -0.670
F -2.510578 2.218710 0.885348 -0.3 0.2 0.0 0.154
F -4.279089 1.851287 2.113962 -0.2 0.4 0.2 0.209
F -2.938282 0.260070 1.605465 -0.2 -0.4 0.2 0.156
S -1.981611 1.793528 3.500451 0.1 -2.2 1.0 0.725
O -2.704651 2.559135 4.466816 0.5 0.3 -0.8 -0.234
O -1.650183 0.460735 3.906993 0.2 -0.2 -0.2 -0.298
N -0.390093 2.464329 2.989926 -4.9 0.4 1.9 -0.435
S -0.857051 4.030238 2.883251 2.4 4.4 -3.6 0.617
O 0.065720 4.618848 1.943648 0.6 -0.3 1.0 -0.277
O -2.198165 4.348239 2.478562 -0.3 -1.5 1.5 -0.238
C -0.449513 4.871055 4.553037 -1.2 -0.6 -0.6 -0.691
F -1.222889 5.924235 4.636146 -0.2 0.5 -0.1 0.188
F -0.726892 4.062900 5.558159 0.4 -0.3 0.4 0.152
F 0.803966 5.229999 4.567195 0.6 -0.1 0.0 0.191
C -0.730253 -3.526877 1.543311 0.3 0.3 0.6 -0.650
F -0.869427 -3.237860 2.844631 0.4 0.2 0.1 0.133
F -1.206169 -4.734893 1.369691 0.1 -0.2 -0.5 0.189
F -1.422104 -2.633194 0.861459 -0.4 0.0 -0.3 0.140
S 1.065991 -3.379384 0.918271 0.4 0.4 -1.4 0.711
O 1.481727 -4.703677 0.554885 -0.2 0.7 0.8 -0.252
O 1.028683 -2.420293 -0.165114 -0.1 0.0 1.3 -0.286
N 1.933404 -2.661871 2.236325 -1.6 -0.1 -2.0 -0.355
S 2.775229 -3.844131 2.865428 2.2 -3.2 1.0 0.596
O 1.954768 -4.954629 3.291845 0.2 1.1 0.3 -0.274
O 3.963958 -4.179368 2.109252 -0.8 0.9 0.7 -0.266
C 3.405344 -3.038448 4.453097 0.2 0.6 -0.5 -0.657
F 4.397895 -2.182848 4.168820 -0.1 0.1 -0.3 0.122
F 2.427417 -2.320577 5.034307 -0.2 -0.1 0.1 0.109
F 3.877527 -3.904621 5.315076 -0.3 -0.5 -0.1 0.183
C -0.327650 0.783849 -1.188681 -0.2 -0.8 -0.6 0.075
C 0.175975 0.938449 0.205248 0.0 -0.3 -0.1 -0.633
O 1.066343 1.769312 0.479289 1.4 1.7 0.9 -0.089
O -0.182942 0.233568 1.186841 -0.3 -0.4 1.0 -0.087
H 0.178486 1.363217 -1.955590 0.1 0.5 0.4 0.081
H -1.400861 0.946126 -1.289550 0.0 0.1 0.3 0.087
H -0.154914 -0.251501 -1.500931 -0.1 -0.1 0.4 0.086
B 2.856922 3.143019 2.397154 1.2 1.5 -0.2 -0.317
H 3.055550 2.073801 2.094544 0.2 -2.8 -0.8 -0.052
H 1.996850 3.141638 3.130877 -2.5 -0.3 2.3 -0.068
H 3.799542 3.440662 2.987794 0.9 0.5 0.6 0.027
H 2.498272 3.799396 1.528179 -0.1 0.5 -0.9 0.012
C 1.002844 -2.092436 -5.288869 0.8 0.9 -0.3 -0.022
C 0.591940 -3.074540 -4.216621 0.2 0.6 -0.9 -0.290
C -0.512499 -2.664338 -3.245734 0.6 0.5 0.0 -0.086
O -1.203401 -3.898668 -3.076687 -0.7 0.4 0.7 0.071
C -0.995482 -4.692377 -4.141270 0.2 -0.2 -0.3 -0.574
O -1.607156 -5.674892 -4.399109 -0.2 -0.1 0.1 0.171
O 0.024794 -4.216258 -4.875865 0.1 0.0 0.1 0.093
H 0.241991 -1.686001 -5.955473 -0.5 -0.3 0.3 0.096
H 1.774861 -2.510166 -5.938460 -0.1 -0.4 0.1 0.091
H 1.509717 -1.227396 -4.846700 -0.2 -0.2 0.3 0.055
H 1.514264 -3.365027 -3.709630 -0.2 -0.3 0.3 0.159
H -1.159006 -1.853752 -3.593657 -0.3 -0.4 -0.6 0.122
H -0.137714 -2.269364 -2.302045 0.2 -0.7 0.2 0.097
C -3.639999 -1.456279 -0.986201 0.4 0.5 -0.5 -0.019
C -4.220636 -0.649185 -2.121225 -0.1 0.4 -0.2 -0.295
C -4.584317 0.820014 -1.870403 -0.8 -0.6 0.7 -0.088
O -3.989546 1.562870 -2.920021 0.3 -0.2 0.1 0.078
C -3.134963 0.751470 -3.607379 -0.2 0.8 0.5 -0.575
O -2.393153 1.131155 -4.453469 0.0 -0.2 -0.1 0.167
O -3.217809 -0.490563 -3.134027 0.4 -1.0 -0.4 0.067
H -4.414419 -1.618022 -0.238394 0.1 -0.4 0.0 0.102
H -2.776438 -0.983057 -0.515221 -0.1 0.2 -0.1 0.057
H -3.269789 -2.349941 -1.492126 -0.2 -0.4 0.6 0.094
H -5.051608 -1.246686 -2.504929 0.0 0.3 -0.4 0.156
H -4.216356 1.057545 -0.867353 0.3 0.7 -0.3 0.111
H -5.657690 1.001624 -1.882177 0.0 0.0 0.0 0.137
O 0.679922 -0.678173 3.600847 1.1 0.2 0.2 -0.167
H 0.034629 -1.054854 4.218022 -0.2 0.5 -0.1 0.099
H 1.179035 -1.464898 3.223157 -0.1 -0.2 -0.2 0.019
O 0.960604 3.830643 -3.591319 -0.1 -0.4 0.3 -0.100
H 1.189028 3.913257 -2.638246 0.0 0.1 -0.7 -0.018
H 1.110501 2.898036 -3.829025 0.1 0.7 0.2 -0.031
O 1.915710 4.306140 -1.047564 0.0 -0.1 0.4 -0.046
H 1.636915 3.627352 -0.415220 0.0 0.0 0.0 0.006
H 1.736220 5.138606 -0.594929 0.0 0.0 -0.1 0.066
O 1.668848 1.185758 -4.171391 0.0 -0.5 -0.2 -0.052
H 1.008483 0.998481 -4.855088 0.0 0.0 0.2 0.067
H 2.461455 0.716150 -4.459462 0.0 0.2 0.0 0.061
O 2.722515 -0.112797 1.744992 0.2 -0.6 0.7 -0.144
H 3.592083 0.026876 1.339152 -0.4 0.4 -0.2 0.108
H 2.594306 -1.106567 1.771787 -0.2 -0.1 -0.1 0.041
O 3.319920 0.498225 -1.155078 0.2 0.0 0.0 -0.038
H 2.678613 0.925661 -1.739376 0.1 0.0 0.1 0.021
H 4.169772 0.883633 -1.399532 -0.1 0.0 -0.1 0.054
```
Positions in Å, forces in eV/Å.

This record from OMol25 describes a structure of composition C14H31BeCaClN3O5Si2 in a non-equilibrium geometry. The level of theory is wB97M-V/def2-TZVPD.

Calculated values
Lowest unoccupied orbital energy in eV: -6.826
Spin multiplicity: 1
Charge: +1
Kohn-Sham gap in eV: 1.91
Electronic energy in Eh: -2823.41794
HOMO energy in hartree: -0.32103

Geometry as XYZ:
```
58
Properties=species:S:1:pos:R:3:forces:R:3:nbo_charge:R:1
C -2.158575 -0.394440 4.268923 -0.4 0.1 -0.1 -0.615
C -3.597478 -0.795793 3.828466 0.8 -0.8 0.6 -0.424
C -3.707874 -2.355748 3.676075 -0.8 1.0 1.5 -0.099
O -4.415426 -2.806649 2.490268 0.9 0.8 -1.3 -0.956
Si -3.389039 -3.096790 1.166071 0.3 -2.0 0.4 1.677
O -1.839479 -3.455605 1.570528 -1.1 1.1 -0.6 -1.207
Si -0.759449 -3.109544 0.295924 0.9 -0.2 -0.6 1.390
C -0.390193 -1.284761 0.183954 0.8 1.3 0.0 -0.473
C -1.359336 -0.287506 0.427210 -0.4 -0.7 0.3 -0.259
C -1.144128 1.071801 0.319390 0.0 -0.4 0.0 0.023
N 0.040870 1.558110 -0.045535 0.0 -0.5 0.2 -0.399
C 0.980366 0.652488 -0.250133 1.5 -1.1 -0.3 0.037
C 0.892941 -0.773081 -0.161697 -1.9 0.8 0.3 -0.210
H -1.437688 -1.155407 3.959843 0.1 0.3 -0.2 0.222
H -1.905274 0.588563 3.867579 0.2 -0.2 0.0 0.238
H -2.088687 -0.322366 5.357370 -0.1 -0.1 -0.1 0.232
H -4.256630 -0.496277 4.648151 -0.3 0.2 -0.5 0.237
H -3.880353 -0.234092 2.914161 0.1 -0.1 0.1 0.119
H -4.314326 -2.685405 4.525312 0.1 -0.2 -0.3 0.211
H -2.729848 -2.821480 3.803731 -0.1 -0.1 -0.5 0.222
H -3.966560 -4.189068 0.367962 -0.2 0.1 0.2 -0.182
H -3.496338 -1.889560 0.282197 -0.5 0.2 0.1 -0.315
H 0.494812 -3.927052 0.393283 0.0 0.0 0.2 -0.063
H -1.427459 -3.516636 -0.968654 -0.4 0.1 0.1 -0.193
H -2.359088 -0.600924 0.726373 0.3 0.3 0.0 0.140
H -1.962099 1.763667 0.508161 0.1 0.1 -0.1 0.227
H 1.962263 1.040550 -0.525604 -0.1 0.1 0.0 0.201
H 1.737563 -1.431845 -0.342314 0.0 0.2 0.0 0.279
C 5.187886 1.880623 -0.023716 -0.4 0.5 0.5 0.755
O 4.908383 0.984989 -0.813727 0.4 -0.3 -0.3 -0.692
N 5.887342 2.971583 -0.455167 0.2 0.2 0.2 -0.870
N 4.862937 1.847577 1.288550 0.0 -0.2 -0.1 -0.820
H 6.171412 3.731438 0.139730 0.0 0.0 0.0 0.415
H 6.120436 3.013619 -1.435479 -0.4 0.4 0.0 0.411
H 4.360111 1.041780 1.617300 0.0 0.0 0.0 0.424
H 5.097126 2.574306 1.938951 0.0 0.0 0.0 0.404
Ca -5.515671 -0.789868 1.050998 0.6 0.1 0.2 1.468
C 2.674246 -2.099380 -4.905846 0.7 0.0 -0.5 -0.571
C 1.604227 -1.775749 -3.819107 -0.2 0.1 -0.2 0.074
C 1.699640 -0.270424 -3.466240 0.5 1.0 0.0 -0.579
O 1.894559 -2.460882 -2.728014 -0.4 -0.2 0.1 -0.305
H 3.683254 -1.873539 -4.562925 -0.1 0.0 0.2 0.226
H 2.630121 -3.150753 -5.183569 -0.1 0.0 0.2 0.230
H 2.475096 -1.501070 -5.797544 -0.2 0.1 0.1 0.224
H 0.619848 -1.929251 -4.292659 -0.1 -0.4 0.4 0.147
H 2.683698 0.000292 -3.080172 0.0 -0.2 0.0 0.228
H 0.964908 -0.018910 -2.706034 -0.1 -0.2 -0.1 0.224
H 1.512836 0.343761 -4.350723 -0.1 -0.3 -0.1 0.225
C -1.693766 4.429722 -0.235280 -0.1 0.6 -0.4 -0.622
C -2.967013 4.270155 -1.119693 2.0 -0.2 0.7 -0.071
O -3.808956 3.426535 -0.503641 -1.3 -0.4 -0.1 -0.670
H -1.228964 3.461975 -0.112933 0.2 0.1 0.0 0.200
H -0.976843 5.107225 -0.709395 0.1 -0.1 0.0 0.193
H -1.937124 4.839195 0.745756 -0.2 0.0 0.0 0.194
H -2.599849 3.964559 -2.120479 -0.4 -0.2 -0.1 0.121
H -3.332683 5.302470 -1.298098 -0.6 -0.1 0.2 0.175
Be 7.225635 1.236560 -1.477516 0.1 -0.8 -0.2 0.261
Cl 2.273680 -3.603684 1.129673 0.3 0.0 0.1 -0.458
```
Positions in Å, forces in eV/Å.

This record from OMol25 describes a structure of composition C14H31FLiNO14 in a non-equilibrium geometry. The level of theory is wB97M-V/def2-TZVPD.

Calculated values
Lowest unoccupied orbital energy in eV: 0.137
Spin multiplicity: 1
Kohn-Sham gap in eV: 7.75
Electronic energy in Eh: -1767.59506
HOMO energy in hartree: -0.27983

Geometry as XYZ:
```
62
Properties=species:S:1:pos:R:3:forces:R:3:nbo_charge:R:1
Li -7.676135 1.137855 8.234033 0.6 -0.1 -1.2 0.936
N -4.938963 1.523011 6.625991 -0.1 -0.8 -0.7 -0.910
H -5.936326 1.413351 6.374921 -0.3 0.9 0.4 0.487
H -4.836292 2.160747 7.407587 -0.1 0.0 0.1 0.446
H -4.410787 1.836648 5.802861 0.1 -0.2 0.3 0.444
H -4.707424 0.559187 6.888255 0.4 0.2 0.2 0.463
C -7.849044 3.826331 6.532057 0.1 -0.1 0.4 -0.211
O -7.430889 2.560087 6.892082 -0.2 -0.8 0.5 -1.085
H -7.036801 4.450933 6.116032 0.0 0.0 -0.1 0.122
H -8.657961 3.807994 5.778885 0.0 0.2 0.0 0.111
H -8.231026 4.393307 7.401266 -0.1 0.1 -0.2 0.130
C -6.892383 -1.681671 7.207321 0.6 0.4 0.3 -0.215
O -6.710374 -0.368451 7.622458 -0.3 0.6 0.2 -1.098
H -6.529681 -1.826455 6.168990 -0.4 -0.1 -0.1 0.109
H -6.286129 -2.400798 7.794185 -0.2 0.0 0.1 0.127
H -7.940485 -2.001462 7.294277 0.0 -0.2 -0.3 0.134
C -8.691135 0.925354 4.375007 0.0 0.5 -0.1 -0.139
C -10.063696 1.501298 4.595990 0.3 -0.2 -0.2 0.426
O -10.838364 0.328935 4.617191 0.1 0.1 0.1 -0.498
C -10.208985 -0.596374 3.804369 -0.2 0.5 0.1 0.970
O -10.712917 -1.603086 3.458037 -0.1 -0.4 -0.2 -0.552
O -8.975948 -0.154533 3.473259 0.0 -0.1 0.3 -0.494
F -10.493651 2.243516 3.515718 0.2 0.1 0.1 -0.355
H -8.315447 0.534907 5.318553 0.2 0.0 0.1 0.231
H -7.998598 1.648340 3.955248 0.0 -0.2 -0.2 0.209
H -10.120776 2.134809 5.475860 -0.4 -0.3 0.2 0.189
C -5.365628 0.443736 2.983871 -0.9 0.0 0.2 -0.269
O -4.147013 0.800996 2.346710 0.3 -0.2 -0.2 -0.480
C -3.327065 1.538804 3.069253 0.2 0.2 0.0 1.008
O -3.537412 1.931524 4.192138 0.1 0.3 0.1 -0.694
O -2.232503 1.794584 2.365606 0.0 0.1 0.0 -0.483
C -1.275321 2.665811 2.988580 0.2 -0.5 0.1 -0.256
H -5.211184 0.064884 3.992786 0.1 0.0 0.0 0.199
H -5.848201 -0.311135 2.369915 0.2 -0.1 -0.1 0.215
H -6.042754 1.299296 3.026084 0.2 0.1 0.0 0.190
H -0.781165 2.153589 3.817253 -0.2 0.0 0.0 0.187
H -1.739314 3.575923 3.357309 -0.1 0.1 -0.1 0.197
H -0.529045 2.851504 2.223761 -0.1 0.2 -0.1 0.206
C -1.730923 3.564916 6.743887 -0.1 0.4 -0.6 -0.267
O -1.435776 3.963507 8.080513 0.1 -0.1 0.2 -0.489
C -2.274078 3.492152 9.001575 0.0 0.4 -0.3 0.993
O -3.212853 2.774156 8.767075 -0.2 -0.3 0.2 -0.679
O -1.914602 3.968262 10.184685 0.2 -0.2 -0.1 -0.485
C -2.560603 3.362377 11.308641 0.1 0.0 0.2 -0.258
H -1.983491 2.510865 6.658820 0.0 0.0 0.1 0.205
H -0.849543 3.795415 6.149914 0.1 -0.1 0.2 0.195
H -2.545696 4.177304 6.347549 -0.1 -0.2 0.1 0.192
H -3.485733 3.889621 11.527264 -0.1 -0.1 0.0 0.194
H -1.875351 3.471174 12.144511 0.0 0.1 0.0 0.199
H -2.730772 2.306553 11.118181 -0.2 0.0 0.0 0.201
C -3.203549 -2.348222 4.199083 -0.2 0.2 -0.3 -0.258
O -2.023366 -2.256276 4.997360 0.1 -0.2 0.2 -0.486
C -2.021970 -1.305862 5.919788 -0.1 -0.1 0.0 0.994
O -2.828347 -0.412952 6.012741 -0.1 0.1 0.0 -0.682
O -0.992569 -1.499866 6.734403 0.3 0.0 -0.3 -0.485
C -0.761241 -0.440564 7.661307 -0.4 0.2 0.3 -0.256
H -3.301909 -1.470286 3.559091 0.1 -0.1 0.0 0.184
H -4.102742 -2.436032 4.808352 0.1 0.0 0.1 0.201
H -3.069572 -3.236139 3.591702 0.0 0.0 0.0 0.205
H 0.153246 -0.683635 8.187970 0.0 -0.1 0.0 0.202
H -1.601453 -0.371359 8.353544 0.1 0.0 0.0 0.198
H -0.665143 0.515649 7.147959 0.1 0.0 -0.1 0.183
```
Positions in Å, forces in eV/Å.